C33H31AsBrCrF5N3O4PS | ωB97M-V with the def2-TZVPD basis set

Last column: Mulliken charge in e.
Cartesian coordinates (Å):
1 Cr 0.314 1.218 0.454  0.464
2 F -1.172 0.341 7.042  -0.257
3 C -0.465 0.888 6.084  0.381
4 C -0.742 0.589 4.766  -0.095
5 F -1.728 -0.237 4.442  -0.162
6 C 0.021 1.164 3.778  -0.371
7 F -0.317 0.825 2.501  0.730
8 C 1.064 2.024 4.026  0.127
9 S 2.230 2.680 2.866  -0.144
10 C 1.305 2.327 5.359  0.144
11 F 2.293 3.162 5.657  -0.303
12 C 0.560 1.770 6.380  0.222
13 F 0.831 2.065 7.629  -0.237
14 C 0.957 6.750 0.452  -1.463
15 C 0.036 5.574 0.643  0.203
16 C -1.301 5.729 1.005  -0.450
17 C -2.126 4.623 1.158  -0.846
18 C -1.572 3.387 0.942  0.337
19 Br -2.616 1.809 1.001  -0.049
20 N -0.290 3.193 0.641  0.778
21 C 0.492 4.281 0.486  -0.753
22 H 0.395 7.647 0.201  0.430
23 H 1.688 6.563 -0.334  0.391
24 H 1.508 6.957 1.372  0.303
25 H -1.707 6.723 1.157  0.501
26 H -3.168 4.717 1.434  0.531
27 H 1.524 4.090 0.221  0.673
28 O 0.473 -0.750 0.185  -0.198
29 As -0.611 -1.975 -0.430  1.360
30 C -1.648 -2.757 0.966  0.392
31 C -1.459 -4.097 1.294  -0.199
32 C -2.348 -4.711 2.165  -0.793
33 C -3.413 -3.996 2.694  -0.619
34 C -3.597 -2.657 2.363  -0.816
35 C -2.721 -2.038 1.489  -0.222
36 C -1.900 -1.406 -1.728  0.603
37 C -2.724 -2.419 -2.215  -0.721
38 C -3.661 -2.128 -3.196  -0.847
39 C -3.783 -0.830 -3.674  -0.640
40 C -2.985 0.186 -3.160  -1.146
41 C -2.036 -0.105 -2.192  0.198
42 C 0.573 -3.337 -1.056  0.155
43 C 1.550 -3.786 -0.167  -0.494
44 C 2.397 -4.818 -0.547  -0.594
45 C 2.252 -5.408 -1.799  -0.667
46 C 1.270 -4.961 -2.676  -0.687
47 C 0.428 -3.918 -2.311  -0.795
48 H -0.641 -4.663 0.874  0.417
49 H -2.212 -5.755 2.422  0.458
50 H -4.114 -4.486 3.359  0.430
51 H -4.431 -2.102 2.775  0.470
52 H -2.881 -1.006 1.211  0.362
53 H -2.660 -3.419 -1.807  0.567
54 H -4.302 -2.911 -3.581  0.466
55 H -4.513 -0.605 -4.444  0.451
56 H -3.108 1.205 -3.510  0.499
57 H -1.401 0.683 -1.830  0.473
58 H 1.620 -3.366 0.831  0.488
59 H 3.148 -5.184 0.143  0.503
60 H 2.895 -6.232 -2.083  0.457
61 H 1.150 -5.433 -3.644  0.472
62 H -0.326 -3.557 -2.996  0.563
63 N 3.156 -1.251 -0.833  0.283
64 C 3.332 -0.239 -1.935  -0.934
65 P 1.842 0.737 -2.414  1.552
66 O 0.959 -0.132 -3.248  -1.065
67 O 1.239 1.608 -1.312  -0.224
68 C 2.572 1.902 -3.670  -1.156
69 N 1.766 1.703 -4.937  -0.167
70 H 2.161 -1.423 -0.644  -0.585
71 H 3.524 -0.872 0.031  0.395
72 H 3.614 -2.129 -1.050  0.507
73 H 3.584 -0.772 -2.850  0.486
74 H 4.148 0.433 -1.673  0.482
75 H 3.615 1.661 -3.866  0.471
76 H 2.515 2.934 -3.338  0.357
77 H 1.119 2.466 -5.110  0.367
78 H 1.197 0.834 -4.775  0.299
79 H 2.340 1.594 -5.767  0.375
80 O 2.998 1.215 0.869  -0.589
81 C 2.020 1.613 1.436  0.719

molar mass: 898.48 g/mol
max |F|: 1.4 eV/A
HOMO (alpha / beta): -15.87 / -15.88 eV
⟨S²⟩: 0.943
2S+1: 2
LUMO level (alpha / beta): -0.3394 / -0.2989 Ha
charge: +3
calculated total energy: -240374.1268 eV